{
  "formula": "C49H60N6O2SSeTc",
  "method": "the ωB97M-V functional and the def2-TZVPD basis",
  "charge": -1,
  "e_above_lowest_kj_mol": 89.8,
  "e_lumo_ev": 1.97,
  "total_energy_ha": -5262.661188,
  "orbital_gap_ha": 0.2433,
  "e_homo_ev": -4.647,
  "species": ["Tc", "C", "C", "C", "C", "C", "C", "C", "C", "C", "C", "C", "C", "N", "C", "O", "C", "C", "C", "C", "C", "N", "C", "O", "N", "C", "C", "C", "C", "C", "C", "C", "C", "C", "C", "C", "C", "H", "H", "H", "H", "H", "H", "H", "H", "H", "H", "H", "H", "H", "H", "H", "H", "H", "H", "H", "H", "H", "H", "H", "H", "H", "H", "H", "H", "H", "H", "H", "H", "H", "H", "H", "H", "H", "S", "C", "N", "C", "C", "C", "C", "C", "H", "H", "H", "H", "H", "H", "H", "H", "H", "H", "C", "N", "C", "C", "N", "C", "C", "Se", "H", "H", "H", "H", "H", "H", "H", "H", "C", "C", "C", "C", "C", "C", "C", "H", "H", "H", "H", "H"],
  "xyz": [[-0.267260, -0.990106, 0.708671], [2.591722, 1.741535, -0.507587], [2.820850, 0.252661, -0.240738], [3.905712, -0.313538, -1.161038], [3.161301, -0.049424, 1.209684], [4.124427, 0.719036, 1.847510], [4.523117, 0.417125, 3.139782], [3.967049, -0.672862, 3.779189], [2.983942, -1.470648, 3.186583], [2.559272, -2.683375, 4.025842], [1.563874, -3.671129, 3.423391], [2.055431, -2.226913, 5.402027], [2.575026, -1.129663, 1.892617], [1.577955, -1.846756, 1.159470], [1.992543, -2.863807, 0.398317], [3.019780, -3.533588, 0.498777], [1.102604, -3.059309, -0.799389], [1.349830, -4.072839, -1.700111], [0.697293, -4.055638, -2.923904], [-0.078824, -2.952722, -3.226035], [-0.247840, -1.952492, -2.276518], [0.231077, -2.052968, -1.035240], [-0.839091, -0.659506, -2.758288], [-1.557274, -0.663539, -3.731564], [-0.414857, 0.525677, -2.075201], [-0.190727, 1.623455, -2.997447], [0.432600, 1.309870, -4.227710], [0.405188, 2.227865, -5.267547], [-0.153032, 3.482920, -5.117339], [-0.530795, 3.858568, -3.845369], [-0.493985, 2.983052, -2.761044], [-0.651057, 3.630869, -1.398026], [0.351421, 4.777835, -1.230773], [-2.069951, 4.108647, -1.092289], [1.285920, 0.067506, -4.459367], [0.833000, -0.775497, -5.651569], [2.749007, 0.487719, -4.645893], [2.206975, 1.887110, -1.520940], [3.512561, 2.322099, -0.414259], [1.854163, 2.148288, 0.187683], [1.884431, -0.251708, -0.492340], [4.862509, 0.179117, -0.969846], [3.641387, -0.154917, -2.208510], [4.038719, -1.384462, -0.993772], [4.579138, 1.550364, 1.323192], [5.279439, 1.013552, 3.635282], [4.316443, -0.935011, 4.770099], [3.494445, -3.233864, 4.186266], [0.597295, -3.204106, 3.231940], [1.412752, -4.482213, 4.139778], [1.938967, -4.103680, 2.499074], [1.674745, -3.080717, 5.965196], [1.243666, -1.509497, 5.307836], [2.843757, -1.761169, 5.995087], [2.071666, -4.824774, -1.414215], [0.839419, -4.848391, -3.646554], [-0.560300, -2.823531, -4.182458], [0.848592, 1.948742, -6.215617], [-0.219558, 4.170951, -5.949657], [-0.844223, 4.878862, -3.660867], [-0.370198, 2.899703, -0.655950], [0.080469, 5.651378, -1.827634], [1.355914, 4.467221, -1.523795], [0.383175, 5.084128, -0.182737], [-2.383903, 4.877677, -1.803741], [-2.115174, 4.535848, -0.087873], [-2.785696, 3.290054, -1.137370], [1.274943, -0.554801, -3.564351], [0.953893, -0.214540, -6.580480], [-0.213247, -1.063258, -5.565695], [1.442980, -1.678316, -5.728753], [2.885913, 1.022200, -5.587963], [3.396581, -0.392229, -4.658578], [3.078701, 1.141385, -3.837675], [-1.571407, -0.818798, 5.341022], [-0.873728, -0.735153, 3.850956], [-0.396415, -0.692284, 2.789989], [-2.627888, -3.348216, -0.984330], [-2.414395, -3.364929, 0.531375], [-1.703673, -4.665978, 0.941440], [-3.794008, -3.343627, 1.212759], [-1.586450, -2.232849, 1.126675], [-3.542889, -3.888538, -1.240266], [-1.807770, -3.837593, -1.507548], [-2.733226, -2.330957, -1.362155], [-2.266365, -5.530832, 0.576094], [-1.621888, -4.740351, 2.027721], [-0.695245, -4.706974, 0.526405], [-4.355992, -2.454153, 0.928080], [-4.374177, -4.219291, 0.908788], [-3.695545, -3.353276, 2.299660], [-1.847368, -2.177519, 2.187295], [-3.157985, 2.317710, 3.860765], [-1.823030, 2.836277, 4.099910], [-1.513362, 3.826320, 5.017262], [-0.175411, 3.982154, 4.966358], [0.277632, 3.073693, 4.022904], [1.666560, 2.870138, 3.653122], [-0.726385, 2.348337, 3.472986], [-0.902643, 1.316834, 0.818819], [-3.870608, 3.142573, 3.819411], [-3.436232, 1.612230, 4.644093], [-3.148273, 1.797078, 2.905576], [-2.256293, 4.322985, 5.615516], [0.478075, 4.638933, 5.512160], [2.266428, 2.635443, 4.532948], [2.072921, 3.757669, 3.164334], [1.705875, 2.027695, 2.965835], [-1.260246, 0.467872, -0.865909], [-2.750707, 0.474098, -1.118781], [-3.649235, -0.005296, -0.162133], [-5.018357, 0.086457, -0.341731], [-5.542741, 0.658582, -1.494665], [-4.667129, 1.135346, -2.456233], [-3.293067, 1.042109, -2.273415], [-3.251178, -0.458989, 0.735634], [-5.680708, -0.292869, 0.427560], [-6.613392, 0.725185, -1.640475], [-5.048074, 1.592344, -3.361590], [-2.640652, 1.424946, -3.045884]],
  "forces_ev_per_a": [[-0.4, 0.5, -0.4], [0.0, 0.0, 0.0], [-0.1, 0.2, 0.0], [-0.1, -0.1, 0.0], [0.0, 0.2, 0.0], [0.0, 0.0, 0.0], [0.0, 0.0, -0.1], [0.0, 0.0, 0.0], [0.1, -0.1, 0.1], [-0.1, 0.1, -0.1], [0.0, 0.1, -0.1], [0.1, 0.0, 0.0], [-0.2, -0.2, 0.2], [0.1, -0.2, -0.2], [0.0, 0.0, 0.1], [0.0, 0.1, 0.0], [0.0, 0.1, 0.1], [-0.1, -0.1, -0.1], [0.0, 0.0, 0.1], [0.0, 0.0, 0.0], [-0.2, 0.2, 0.0], [0.3, -0.2, -0.1], [-0.2, -0.1, -0.1], [0.3, -0.1, 0.0], [-0.3, -0.1, -0.4], [0.0, 0.2, 0.3], [0.1, 0.0, -0.1], [0.0, 0.0, -0.1], [0.0, 0.0, 0.1], [0.0, 0.0, 0.0], [-0.1, 0.0, -0.1], [-0.1, 0.0, 0.0], [0.0, 0.0, 0.0], [0.0, 0.0, 0.0], [0.0, 0.0, 0.1], [0.0, 0.0, 0.0], [0.0, 0.0, 0.0], [0.0, 0.0, 0.0], [0.0, 0.0, 0.0], [0.0, 0.0, 0.0], [0.1, 0.1, 0.0], [0.0, 0.0, 0.0], [0.0, 0.0, 0.0], [0.0, 0.0, 0.0], [0.0, 0.0, 0.0], [0.0, 0.0, 0.0], [0.0, 0.0, 0.0], [0.0, 0.0, 0.0], [0.0, 0.0, 0.0], [0.0, 0.0, 0.0], [0.0, 0.0, 0.0], [0.0, 0.0, 0.0], [-0.1, 0.0, 0.0], [0.0, 0.0, 0.0], [0.0, 0.0, 0.0], [0.0, 0.0, 0.0], [0.0, 0.0, 0.0], [0.0, 0.0, 0.0], [0.0, 0.0, 0.0], [0.0, 0.0, 0.0], [0.1, 0.0, -0.1], [0.0, 0.0, 0.0], [0.0, 0.0, 0.0], [0.0, 0.0, 0.0], [0.0, 0.0, 0.0], [0.0, 0.0, 0.0], [0.0, 0.0, 0.0], [0.0, 0.0, 0.0], [0.0, 0.0, 0.0], [0.0, 0.0, 0.0], [0.0, 0.0, 0.0], [0.0, 0.0, 0.0], [0.0, 0.0, 0.0], [0.0, 0.0, 0.0], [0.2, 0.1, -0.4], [-0.1, 0.0, 0.4], [0.2, -0.1, 0.1], [0.0, 0.0, 0.0], [0.0, 0.0, 0.0], [0.0, 0.0, 0.0], [0.0, 0.0, 0.0], [0.0, 0.0, 0.0], [0.0, -0.1, 0.0], [0.0, 0.0, 0.0], [0.0, 0.0, 0.0], [0.0, 0.0, 0.0], [0.0, 0.0, 0.0], [0.0, 0.0, 0.0], [0.0, 0.0, 0.0], [0.0, 0.0, 0.0], [0.0, 0.0, 0.0], [-0.1, -0.1, 0.0], [0.1, 0.0, 0.0], [-0.1, 0.1, 0.0], [-0.1, -0.1, -0.1], [0.1, -0.1, -0.1], [0.1, 0.0, 0.0], [-0.1, 0.0, 0.0], [0.0, 0.3, 0.1], [-0.1, -0.3, -0.2], [0.0, 0.0, 0.0], [0.0, 0.0, 0.0], [0.0, 0.0, 0.0], [0.0, 0.0, 0.0], [0.0, 0.0, 0.0], [0.0, 0.0, 0.0], [0.0, 0.0, 0.0], [0.0, 0.0, 0.0], [0.1, -0.2, 0.8], [0.1, 0.0, -0.1], [0.0, 0.0, 0.1], [0.0, 0.0, 0.0], [0.0, 0.0, 0.0], [0.0, 0.0, 0.0], [0.0, 0.0, -0.1], [0.0, 0.0, 0.0], [0.0, 0.0, 0.0], [0.0, 0.0, 0.0], [0.0, 0.0, 0.0], [-0.1, 0.0, 0.0]]
}